The following is a quantum chemistry calculation of a 2-piece molecular cluster, CH7N3O overall in a non-equilibrium geometry, from OMol25.

Its total energy is -7668.7066 eV. The calculation puts the HOMO energy at -0.3251 Eh. As for the multiplicity: 1. For the gap between HOMO and LUMO, the calculation gives 9.7 eV. Its relative energy (zero: lowest compared OMol25 entry of this formula, charge and spin) is 78.93 kJ/mol. The SMILES is N=C(N)N.O. As for the charge: 0.

Geometry (Å):
N: 0.07719 1.23065 -0.03245
C: 0.35947 0.19308 -0.73216
N: 1.02097 0.12076 -1.92263
N: 0.00581 -1.00971 -0.16292
H: 0.13327 2.14548 -0.44162
H: 1.26077 0.92386 -2.45953
H: 1.25965 -0.78525 -2.27626
H: 0.51790 -1.85180 -0.33767
H: -0.30884 -0.90775 0.75797
O: -1.38675 -0.40982 2.53640
H: -1.40340 0.37738 1.96361
H: -0.71806 -0.10973 3.16664

Forces on the atoms, in the same order (eV/Å):
N -0.760 -0.071 0.342
C 0.293 0.447 0.935
N -0.161 -0.569 -0.021
N 0.415 -0.290 -1.583
H 0.435 0.050 -0.549
H 0.047 0.291 0.020
H -0.041 0.044 -0.262
H 0.234 -0.054 -0.229
H -0.573 0.016 1.473
O 0.418 0.757 -0.071
H -0.227 -0.239 -0.240
H -0.080 -0.382 0.183